# 1
{
  "formula": "C15H50BCsN2O8",
  "method": "ωB97M-V/def2-TZVPD",
  "total_energy_ha": -1357.76319,
  "homo_energy_ev": -8.75,
  "charge": 0,
  "multiplicity": 1,
  "orbital_gap_ev": 8.42,
  "symbols": ["Cs", "B", "H", "H", "H", "H", "C", "O", "N", "N", "H", "H", "H", "H", "C", "C", "O", "H", "H", "H", "H", "H", "H", "C", "C", "O", "H", "H", "H", "H", "H", "H", "C", "C", "O", "H", "H", "H", "H", "H", "H", "C", "C", "O", "H", "H", "H", "H", "H", "H", "C", "C", "O", "H", "H", "H", "H", "H", "H", "C", "C", "O", "H", "H", "H", "H", "H", "H", "C", "C", "O", "H", "H", "H", "H", "H", "H"],
  "xyz": [[3.492964, -1.080831, 0.254711], [0.296211, -0.047410, 0.089162], [-0.263708, -0.916766, 0.397291], [0.804918, -0.337142, -0.817202], [-0.386886, 0.768986, -0.087250], [1.043477, 0.143178, 0.843831], [-2.291465, 0.211676, -2.710675], [-2.960487, -0.485895, -1.983171], [-1.168431, 0.877974, -2.459070], [-2.713637, 0.433567, -3.920706], [-0.710318, 0.590795, -1.605981], [-0.671874, 1.376328, -3.183764], [-3.537547, -0.082422, -4.194605], [-2.119539, 0.999234, -4.509925], [-3.812250, -3.779651, 1.378453], [-2.931612, -2.917538, 0.592057], [-3.652435, -1.743974, 0.245670], [-4.239304, -3.106972, 2.122250], [-3.327713, -4.657989, 1.804877], [-4.708704, -4.092833, 0.843301], [-2.487169, -3.409816, -0.272942], [-2.130977, -2.478835, 1.187559], [-3.128277, -1.276021, -0.408454], [-0.326441, -4.205810, -2.284901], [0.869975, -3.198820, -2.055098], [0.840539, -2.864773, -0.654956], [-0.394811, -4.420918, -3.351273], [-1.301306, -3.836027, -1.967085], [-0.047796, -5.108900, -1.741870], [0.695806, -2.304087, -2.652774], [1.842134, -3.623033, -2.306211], [0.368317, -2.039362, -0.523446], [-3.652417, 2.119309, 2.719112], [-2.852896, 1.190823, 1.800989], [-1.546132, 1.507927, 2.024634], [-4.715686, 1.894635, 2.634969], [-3.509766, 3.158149, 2.421518], [-3.458481, 2.015947, 3.786727], [-2.998210, 1.428147, 0.747102], [-3.072092, 0.126753, 1.889350], [-1.079810, 0.883000, 1.464617], [3.457085, -1.106033, -4.353118], [3.136060, 0.109724, -3.470963], [4.327963, 0.707053, -2.878675], [3.936390, -0.723907, -5.254418], [2.566719, -1.595155, -4.748201], [4.139831, -1.802443, -3.866315], [2.429925, -0.204994, -2.702564], [2.637960, 0.962851, -3.931580], [4.088592, 1.491890, -2.380358], [-0.054417, 5.390057, -0.686918], [-0.651507, 4.008637, -0.232776], [0.482034, 3.204764, -0.212542], [0.164370, 5.356925, -1.754224], [0.936125, 5.583264, -0.275078], [-0.732939, 6.175998, -0.355254], [-1.392078, 3.598654, -0.919481], [-1.142015, 4.211705, 0.719199], [0.122253, 2.327576, -0.061860], [3.423603, 1.951458, 2.448285], [4.914756, 2.339691, 2.037008], [5.015757, 1.680988, 0.728403], [3.246444, 2.193295, 3.496253], [3.449033, 0.867581, 2.335760], [2.712869, 2.516858, 1.845555], [5.575904, 1.829497, 2.737501], [5.154371, 3.390231, 1.872503], [4.432961, 2.185628, 0.156312], [-0.055691, -2.290983, 4.572739], [-0.279955, -1.204477, 3.573665], [0.852313, -1.058216, 2.734382], [0.784255, -2.005805, 5.206194], [0.127206, -3.265296, 4.119574], [-0.972902, -2.375587, 5.155552], [-0.382572, -0.216235, 4.021936], [-1.076804, -1.323689, 2.839559], [0.569939, -0.622108, 1.927126]],
  "forces_ev_per_angstrom": [[-0.20, -0.23, -0.06], [0.15, 0.15, -0.19], [-2.48, -3.00, 1.26], [1.99, -0.71, -3.62], [-2.19, 2.83, -0.36], [2.68, 1.47, 2.24], [-0.18, 0.24, 0.20], [0.08, -0.96, 1.70], [1.35, 0.21, 1.38], [-1.14, 0.51, -3.46], [0.43, 0.46, -0.17], [-0.05, -0.26, 0.41], [0.27, 0.43, -0.43], [-0.84, -0.39, -0.49], [-1.29, -0.31, 0.82], [0.94, 1.64, -0.47], [-0.71, -0.55, -0.08], [0.16, -0.34, 0.65], [0.02, 0.17, 0.15], [0.20, -0.20, -0.48], [-0.07, -0.05, -0.19], [0.66, -0.92, 0.37], [-0.08, 0.43, -0.49], [1.70, 0.43, -0.51], [-2.37, -0.28, 0.97], [1.29, -0.76, -0.56], [-0.03, -0.25, -0.09], [0.34, 0.23, 0.19], [-0.37, -0.10, -0.04], [0.16, 0.18, -0.12], [-0.08, -0.18, 0.00], [-0.30, 0.27, 0.02], [-1.02, -0.55, -0.49], [-1.71, 0.92, -0.01], [2.51, -0.24, 0.76], [-0.18, 0.09, -0.21], [0.13, -0.01, 0.06], [0.56, -0.16, -0.11], [-1.01, 0.05, -0.28], [-0.15, -0.11, 0.45], [0.71, 0.18, 0.03], [0.37, 1.52, -0.59], [-0.10, 0.43, 0.75], [-0.01, -1.28, -0.14], [0.41, -0.15, -0.01], [-0.15, -0.08, 0.56], [-0.21, -0.01, 0.08], [0.04, -0.11, 0.46], [-0.23, -0.45, -0.85], [-0.24, 0.07, -0.16], [-0.79, -0.81, -0.11], [0.97, 2.82, -0.63], [0.13, -1.13, 0.46], [-0.56, 0.35, -0.19], [-0.18, -0.32, 0.65], [0.10, 0.29, -0.57], [-0.16, 0.23, -0.19], [0.16, -0.64, 0.42], [0.53, -0.65, 0.22], [2.14, 1.33, 0.59], [-2.30, -1.39, -0.83], [0.83, 0.11, 0.37], [-0.16, -0.07, 0.03], [-0.72, 0.25, 0.04], [-0.17, -0.51, -0.16], [0.33, 0.26, -0.35], [-0.12, -0.01, 0.56], [-0.03, 0.13, -0.12], [-0.56, -0.03, 0.06], [0.55, 1.04, -1.24], [1.51, -0.72, 0.51], [-0.05, -0.17, 0.12], [0.12, 0.10, -0.15], [0.13, -0.08, 0.35], [-0.61, -0.13, 0.59], [-0.81, -0.49, 0.68], [-0.02, -0.04, 0.04]],
  "lowdin_charge": [1.095, -0.472, 0.006, -0.040, -0.030, -0.056, -0.729, 0.056, 0.188, 0.160, 0.027, 0.114, 0.126, 0.107, -0.093, -0.339, -0.097, 0.080, 0.079, 0.078, 0.095, 0.094, 0.011, -0.058, -0.271, -0.174, 0.064, 0.053, 0.072, 0.096, 0.102, -0.018, -0.068, -0.340, -0.084, 0.068, 0.067, 0.071, 0.113, 0.102, 0.011, -0.064, -0.292, -0.110, 0.072, 0.075, 0.078, 0.064, 0.113, 0.067, -0.079, -0.318, -0.091, 0.061, 0.064, 0.065, 0.107, 0.103, 0.013, -0.063, -0.221, -0.211, 0.075, 0.005, 0.076, 0.108, 0.110, 0.062, -0.074, -0.319, -0.142, 0.077, 0.077, 0.076, 0.115, 0.100, -0.047]
}

=====

# 2
{
  "formula": "C2H3FMnO",
  "method": "ωB97M-V/def2-TZVPD",
  "total_energy_ha": -1403.66057,
  "homo_energy_ev": [-13.30, -13.74],
  "charge": 1,
  "multiplicity": 7,
  "s2": 12.006,
  "orbital_gap_ev": [6.54, 6.88],
  "symbols": ["H", "O", "C", "C", "H", "H", "F", "Mn"],
  "xyz": [[-0.116932, -2.746764, -0.463436], [-1.068435, 1.214175, 0.695138], [-0.103786, 0.333235, 0.849439], [0.627971, -0.128808, -0.176131], [0.103631, -0.056542, 1.853267], [1.491391, -0.779484, -0.239006], [0.270246, 0.434262, -1.436093], [-1.204087, 1.729927, -1.083179]],
  "forces_ev_per_angstrom": [[-0.06, -0.13, -0.03], [-0.76, 0.66, -0.15], [1.42, -1.30, -0.10], [0.19, -0.08, 1.41], [-0.12, 0.23, -0.31], [-0.34, 0.20, -0.08], [0.39, -0.21, -0.71], [-0.72, 0.65, -0.02]],
  "mulliken_spin": [0.971, 0.135, -0.042, 0.123, 0.002, -0.036, 0.032, 4.816]
}